No. 1
Molecular formula: C8H15N2O
Method: DFT, ωB97M-V/def2-TZVPD

Structure (ORCA input):
```
! RIJCOSX wB97M-V def2-TZVPD def2/J DEFGRID3
* xyz 1 1
O 2.21 -1.36 0.87
N 0.44 0.09 0.82
N 0.73 0.00 -0.63
C 0.30 1.24 -1.20
C 1.90 -0.20 0.76
C 0.43 2.30 0.00
C 0.06 1.46 1.18
C -1.22 -1.54 -1.11
C 0.32 -1.21 -1.33
C -1.64 -1.06 0.25
C -0.52 -0.88 1.27
H -0.88 -0.60 2.27
H 1.47 2.45 0.06
H 2.49 0.61 0.88
H -2.31 -1.72 0.72
H -2.06 -0.01 0.17
H 0.12 -1.88 1.43
H 0.75 -1.09 -2.38
H 0.94 1.46 -2.00
H -0.66 1.09 -1.61
H -1.89 -1.01 -1.84
H -0.21 3.27 -0.18
H 0.89 -2.06 -0.94
H 0.60 1.86 2.11
H -1.25 -2.69 -1.03
H -1.01 1.47 1.46
*
```

The SMILES is [O-][C@H]1[N@@+]23CCCC[N@@+]12CCC3. Its energy above the lowest of the compared OMol25 structures with the same formula, charge and spin is 4.019 eV. The HOMO energy is -14.156 eV. The HOMO-LUMO gap is 11.480 eV.

No. 2
Molecular formula: C8H15N2S
Method: DFT, ωB97M-V/def2-TZVPD

Structure (ORCA input):
```
! RIJCOSX wB97M-V def2-TZVPD def2/J DEFGRID3
* xyz 1 3
S 1.79 -4.47 2.82
N -0.22 0.58 -0.38
N 1.83 -0.03 0.02
C -2.32 1.31 -1.47
C -3.83 1.82 -1.20
C 1.85 -2.80 2.95
C -1.61 1.04 -0.13
C 1.64 -0.12 -1.33
C 0.69 0.40 0.59
C 3.02 -0.32 0.77
C 0.33 0.32 -1.59
H -1.61 1.90 0.60
H -2.10 0.09 0.35
H 0.64 0.37 1.59
H -2.18 0.51 -2.24
H 2.92 -0.99 1.64
H 2.88 -4.76 2.06
H -3.97 2.68 -0.45
H 2.50 -0.53 -1.93
H 3.83 -0.89 0.20
H 3.60 0.62 0.98
H -4.58 1.01 -0.91
H -1.81 2.12 -1.88
H -0.12 0.53 -2.51
H -4.17 2.24 -2.29
H 0.98 -2.63 3.75
*
```

Its energy above the lowest of the compared OMol25 structures with the same formula, charge and spin is 2.140 eV. Its expectation value of S² is 2.010. The HOMO energy (spin up / spin down) is -10.313 / -13.384 eV. The HOMO-LUMO gap (spin up / spin down) is 7.378 / 8.686 eV.

| no. | energy (eV) |
| --- | --- |
| 1 | -13557.2709 |
| 2 | -22342.7712 |